1.
Formula: C5H6N2O3S
Source: the OMol25 dataset
Level of theory: ωB97M-V/def2-TZVPD

The geometry in XYZ format:
```
17
Properties=species:S:1:pos:R:3
C -0.27693 -0.19961 0.57433
C -0.86279 1.00075 0.86063
C -0.07215 0.15213 -1.68891
C -0.89271 1.42692 2.27585
C 0.72096 -0.78787 -2.52939
N -1.31144 1.82331 -0.10254
N 0.40129 -1.10245 1.26881
O 0.28646 -1.06016 2.49640
O 1.10906 -1.95624 0.76736
O 1.99559 -1.24956 -2.23684
S -1.13099 1.43451 -1.65704
H -1.29228 2.49641 2.37904
H -1.62949 0.73212 2.69938
H 0.05097 1.27725 2.63041
H 0.00506 -1.70954 -2.68502
H 0.87017 -0.36183 -3.54098
H 2.02923 -1.91612 -1.51150
```

Relative energy (zero: lowest compared OMol25 entry of this formula, charge and spin), kJ/mol: 893.9
Energy, Ha: -927.242861
Max |F|, hartree/bohr: 0.12251
Gap between HOMO and LUMO (alpha / beta), Eh: 0.288 / 0.288
E_HOMO (alpha / beta), eV: -9.282 / -9.283
Total charge: 0
Spin multiplicity: 1


2.
Formula: C6H12O
Source: the OMol25 dataset
Level of theory: ωB97M-V/def2-TZVPD

The geometry in XYZ format:
```
19
Properties=species:S:1:pos:R:3
C -1.85076 0.97329 -1.13850
C -0.43370 0.76075 -1.67820
C 0.34507 -0.17175 -0.78648
C 1.36275 0.26324 0.09771
C 1.65618 -0.54806 1.23794
C 0.09104 -0.42173 2.02124
O -0.85594 -0.67626 1.17559
H -2.40093 0.02900 -1.11234
H -1.82035 1.34202 -0.11158
H -2.39149 1.68111 -1.77506
H -0.48245 0.35203 -2.69443
H 0.08818 1.72484 -1.74231
H 0.09395 -1.22624 -0.75641
H 1.59879 -0.19196 -1.14732
H 1.62182 1.32202 0.07615
H 2.48584 -0.21724 1.86658
H 1.69026 -1.61878 1.03282
H 0.27837 -1.17045 2.82037
H 0.12635 0.59217 2.48366
```

Relative energy (zero: lowest compared OMol25 entry of this formula, charge and spin), kJ/mol: 419.8
Energy, Ha: -310.899378
Max |F|, hartree/bohr: 0.00681
Gap between HOMO and LUMO, Eh: 0.317
E_HOMO, eV: -7.953
Total charge: 0
Spin multiplicity: 1


3.
Formula: CH4BrClOP
Source: the OMol25 dataset
Level of theory: ωB97M-V/def2-TZVPD

The geometry in XYZ format:
```
9
Properties=species:S:1:pos:R:3
C -0.81909 1.55662 -0.98997
O 1.61463 1.59242 -2.13485
P 0.87175 1.05010 -1.06155
Cl 1.71863 -0.39170 -0.01206
Br 2.92736 -3.40403 2.53791
H -1.10749 2.25211 -0.14172
H -1.50027 0.66514 -0.93964
H -1.07469 2.16737 -1.78831
H 2.05237 -4.50297 2.23891
```

Relative energy (zero: lowest compared OMol25 entry of this formula, charge and spin), kJ/mol: 239.9
Energy, Ha: -3491.000573
Max |F|, hartree/bohr: 0.07328
Gap between HOMO and LUMO, Eh: 0.249
E_HOMO, eV: -13.694
Total charge: +1
Spin multiplicity: 1


4.
Formula: C28H34ClN4O7PrS4
Source: the OMol25 dataset
Level of theory: ωB97M-V/def2-TZVPD

The geometry in XYZ format:
```
79
Properties=species:S:1:pos:R:3
Pr 0.06049 -0.12796 0.08034
C -0.18853 -0.51756 2.84958
C -1.04143 -1.53534 2.38200
C -2.18355 -0.92742 1.81650
C -2.03831 0.46956 1.93911
C -0.80504 0.72292 2.57836
H 0.74568 -0.65907 3.35999
H -0.86163 -2.59585 2.46361
H -3.03961 -1.44020 1.39939
H -2.76910 1.21053 1.65799
H -0.43699 1.68505 2.89143
O -0.09550 0.32681 -3.79965
Cl 1.03150 0.21496 -2.90152
O 2.25547 0.31446 -3.64346
O 0.97857 1.25234 -1.85368
O 0.96805 -1.05747 -2.16385
S 2.42829 -1.57706 0.80004
C 3.80152 -0.46310 0.73901
C 5.09387 -0.99369 0.56792
C 6.24069 -0.20869 0.55727
C 6.12327 1.16814 0.71482
C 4.85712 1.71851 0.87294
C 3.68721 0.94029 0.88785
S 2.12316 1.73513 1.10091
H 5.17264 -2.06949 0.44167
H 7.21490 -0.66829 0.41752
H 7.00157 1.80605 0.70796
H 4.74494 2.79415 0.98505
C 2.14177 6.25955 0.52691
C 2.10797 5.97510 2.02538
C 0.70831 5.64803 2.53486
N 0.20045 4.45433 1.84608
C -0.88089 4.35469 1.10314
S -1.16174 3.24015 -0.11308
N -1.89527 5.32530 1.31624
C -2.30520 5.91330 2.47402
O -1.72283 5.86585 3.52690
C -3.61590 6.68695 2.35295
C -4.18274 7.06268 1.14686
C -5.38197 7.76820 1.12242
C -6.01624 8.09799 2.30811
C -5.44705 7.72882 3.51888
C -4.24637 7.02867 3.53660
H 3.14513 6.54775 0.20402
H 1.45080 7.07296 0.26288
H 1.86262 5.36736 -0.04205
H 2.47474 6.83645 2.59482
H 2.76288 5.12770 2.24089
H 0.03044 6.48035 2.34833
H 0.71960 5.47764 3.61085
H 0.90120 3.72462 1.67783
H -2.58268 5.23654 0.58654
H -3.69780 6.83377 0.20365
H -5.81555 8.05502 0.17159
H -6.95276 8.64278 2.28826
H -5.93731 7.98163 4.45053
H -3.77798 6.72881 4.46617
O -0.60998 -2.51942 -0.40466
C -1.45905 -3.12314 -1.06633
C -1.28392 -4.60665 -1.27641
C -1.02334 -4.96046 -2.74902
C -2.28629 -5.03962 -3.60395
C -3.02427 -3.71229 -3.76392
C -3.54280 -3.13276 -2.45058
N -2.52503 -2.52811 -1.60884
H -2.16831 -5.13946 -0.90510
H -0.43237 -4.88822 -0.66255
H -0.50125 -5.91832 -2.79410
H -0.34174 -4.21196 -3.16874
H -2.97202 -5.76717 -3.14709
H -2.02802 -5.43237 -4.59100
H -3.88255 -3.85889 -4.42799
H -2.37478 -2.96530 -4.23392
H -4.09693 -3.90605 -1.90358
H -4.23801 -2.32689 -2.67500
H -2.52359 -1.55014 -1.50943
O -3.72395 0.54647 -2.99296
S -2.56062 1.09411 -2.27102
N -1.89071 0.26398 -1.26770
```

Relative energy (zero: lowest compared OMol25 entry of this formula, charge and spin), kJ/mol: 0.0
Energy, Ha: -4403.029530
Max |F|, hartree/bohr: 0.03954
Gap between HOMO and LUMO (alpha / beta), Eh: 0.165 / 0.165
E_HOMO (alpha / beta), eV: -0.903 / -0.904
Total charge: -2
Spin multiplicity: 3


5.
Formula: C2H7N3
Source: the OMol25 dataset
Level of theory: ωB97M-V/def2-TZVPD

The geometry in XYZ format:
```
12
Properties=species:S:1:pos:R:3
C 2.17721 0.12061 0.01130
C -0.05564 0.14029 -0.22299
H 2.82867 -0.32359 -0.71185
H 2.73987 -0.15236 0.93443
H 2.10737 1.19661 -0.17162
H -0.00969 1.20547 -0.38382
H -1.22849 -1.40997 0.12444
H -3.17531 -0.01802 -0.45063
H -2.65087 0.01252 1.05149
N 0.93900 -0.57405 0.03622
N -1.29589 -0.46191 -0.32238
N -2.37624 0.26438 0.10542
```

Relative energy (zero: lowest compared OMol25 entry of this formula, charge and spin), kJ/mol: 161.1
Energy, Ha: -244.613992
Max |F|, hartree/bohr: 0.04779
Gap between HOMO and LUMO, Eh: 0.371
SMILES: C/N=C/NN
E_HOMO, eV: -8.885
Total charge: 0
Spin multiplicity: 1


6.
Formula: C42H54O7S
Source: the OMol25 dataset
Level of theory: ωB97M-V/def2-TZVPD

The geometry in XYZ format:
```
104
Properties=species:S:1:pos:R:3
C -4.30561 -0.89956 3.80854
C -3.21916 -1.25501 2.74430
O -1.88522 -1.20770 3.23936
C -1.43897 -2.49103 3.70205
C 0.05400 -2.66594 3.24205
O 0.22324 -3.73657 2.29181
C 0.62219 -3.27284 1.04370
O 0.49638 -4.46829 0.20344
S 1.56949 -4.27628 -1.07079
O 2.61487 -5.31627 -1.17960
O 0.66026 -4.16842 -2.23412
O 2.27384 -2.83046 -0.60740
C 2.11520 -2.89323 0.82362
C 2.79920 -1.83225 1.72635
C 2.30238 -0.36985 1.51222
C 2.69700 0.26898 0.12638
C 1.57873 1.32615 -0.23559
C 0.46583 0.67312 -1.17825
O -0.02628 1.66714 -2.07439
C -0.37061 1.12798 -3.35231
H -4.09220 0.05552 4.33790
H -5.26852 -0.73093 3.26844
H -4.46305 -1.70959 4.55156
H -3.45752 -2.20480 2.20448
H -3.28603 -0.46078 1.95992
H -2.09438 -3.32801 3.38934
H -1.39736 -2.41388 4.81789
H 0.72702 -2.85031 4.10795
H 0.32819 -1.71135 2.74191
H -0.07018 -2.57803 0.50078
H 2.63879 -3.84236 1.12784
H 2.64238 -2.13013 2.78958
H 3.89466 -1.88853 1.55540
H 2.80118 0.24756 2.29989
H 1.21189 -0.22084 1.65847
H 2.86429 -0.46404 -0.68671
H 3.63647 0.84221 0.29011
H 2.04413 2.18607 -0.79388
H 1.04226 1.68779 0.66533
H -0.35146 0.28446 -0.51803
H 0.93770 -0.19801 -1.68347
H 0.17486 0.19175 -3.60069
H -0.08499 1.88935 -4.11187
H -1.47194 0.95655 -3.39449
C -3.67848 -5.78573 1.48359
C -2.45070 -5.97127 2.10619
C -2.31293 -6.93164 3.10087
C -3.40285 -7.71379 3.46588
C -4.63058 -7.53053 2.84001
C -4.77008 -6.56361 1.85151
H -3.78406 -5.03358 0.70991
H -1.60158 -5.36487 1.81551
H -1.35674 -7.07128 3.59066
H -3.29509 -8.46612 4.23788
H -5.47925 -8.14141 3.12354
H -5.72837 -6.41736 1.36742
C 1.30364 0.08213 7.71709
C 0.73883 0.28156 6.46316
C 1.55221 0.55362 5.36976
C 2.93180 0.61680 5.52846
C 3.49668 0.41389 6.78185
C 2.68275 0.15067 7.87695
H 0.66938 -0.12663 8.57007
H -0.33614 0.22580 6.33759
H 1.11045 0.71526 4.39316
H 3.56664 0.82429 4.67495
H 4.57195 0.46174 6.90530
H 3.12288 -0.00218 8.85472
C -6.53804 -2.85851 -2.22944
C -6.15580 -2.05565 -3.29719
C -4.86622 -2.14462 -3.80783
C -3.96093 -3.04378 -3.25653
C -4.34415 -3.84940 -2.19116
C -5.63137 -3.75402 -1.67447
H -7.54231 -2.78658 -1.82950
H -6.86329 -1.35944 -3.73138
H -4.56674 -1.51397 -4.63613
H -2.95704 -3.11686 -3.65726
H -3.63821 -4.55151 -1.76281
H -5.92852 -4.37837 -0.83992
C 2.63140 4.47546 -2.74506
C 2.76538 5.81067 -2.38292
C 3.95704 6.48265 -2.62825
C 5.01304 5.82219 -3.24509
C 4.87836 4.48866 -3.61135
C 3.68940 3.81441 -3.35851
H 1.70395 3.94883 -2.54876
H 1.94006 6.32779 -1.90810
H 4.06272 7.52172 -2.33978
H 5.94010 6.34739 -3.44068
H 5.70063 3.97430 -4.09434
H 3.58626 2.77334 -3.64076
C 2.57633 7.94085 -5.66579
C 1.88292 9.10914 -5.37352
C 1.48297 9.95653 -6.39992
C 1.76854 9.63055 -7.72050
C 2.45882 8.46047 -8.01327
C 2.86637 7.61769 -6.98611
H 2.89067 7.28216 -4.86527
H 1.65448 9.35990 -4.34424
H 0.94803 10.87040 -6.17114
H 1.45281 10.28857 -8.52108
H 2.67994 8.20572 -9.04295
H 3.40910 6.70824 -7.21403
```

Energy, Ha: -2557.516980
Max |F|, hartree/bohr: 0.07621
Gap between HOMO and LUMO, Eh: 0.358
E_HOMO, eV: -9.236
Total charge: 0
Spin multiplicity: 1


7.
Formula: C24H58IInN9O21
Source: the OMol25 dataset
Level of theory: ωB97M-V/def2-TZVPD

The geometry in XYZ format:
```
114
Properties=species:S:1:pos:R:3
C 3.55515 0.48627 -1.26727
C 2.69511 -0.47217 -0.43195
In 0.55438 -0.25702 -0.80529
I -0.48146 0.59239 1.69444
C 0.19891 1.37977 -2.24025
C -1.26695 1.83339 -2.35436
C -1.48296 3.35537 -2.54736
C -2.41583 3.97075 -1.49993
C -3.85364 3.43454 -1.64127
C -4.61711 3.19010 -0.31979
C -5.52201 1.94915 -0.32662
O -5.53480 1.28371 0.92603
C -4.95385 -0.00427 0.92900
C -0.38204 -2.19878 -1.29546
C -1.70868 -2.54370 -0.58134
C -2.99120 -2.55700 -1.42854
C -3.23725 -1.40084 -2.38373
O -2.43361 -1.57520 -3.58484
C -2.85469 -0.90738 -4.66907
O -3.22595 -1.44432 -5.68772
H 4.61032 0.48658 -0.94385
H 3.20705 1.52575 -1.19894
H 3.55200 0.21219 -2.33198
H 2.98896 -1.50126 -0.60008
H 2.88472 -0.27197 0.63355
H 0.56674 1.03212 -3.21581
H 0.81680 2.21752 -1.90002
H -1.70786 1.28719 -3.19989
H -1.85112 1.53185 -1.46701
H -0.50672 3.85341 -2.51978
H -1.92385 3.56035 -3.53758
H -2.43956 5.04965 -1.61306
H -2.01666 3.75861 -0.49433
H -4.41247 4.18852 -2.22010
H -3.86526 2.52485 -2.25544
H -5.24507 4.06933 -0.11874
H -3.92180 3.09176 0.52250
H -6.56167 2.22936 -0.55296
H -5.20665 1.25857 -1.12470
H -4.09304 -0.07669 0.25008
H -4.58008 -0.21014 1.93757
H -5.70343 -0.76263 0.65140
H -0.46358 -2.32399 -2.37962
H 0.38464 -2.90913 -0.95437
H -1.88107 -1.86834 0.26982
H -1.62991 -3.54945 -0.13871
H -3.08949 -3.49670 -1.99306
H -3.84975 -2.52257 -0.73657
H -3.01231 -0.42970 -1.91770
H -4.29239 -1.39539 -2.68959
H -2.78817 0.18902 -4.56674
C 4.69068 -4.73510 1.81201
N 4.47516 -3.50790 0.99976
O 5.11705 -2.52083 1.29370
O 3.64617 -3.57166 0.12108
H 5.42781 -4.50003 2.56904
H 3.72429 -4.98408 2.24183
H 5.03071 -5.53199 1.15983
C 2.24986 -0.02493 4.76734
N 2.58907 -1.47652 4.77216
O 3.07312 -1.93700 5.79456
O 2.38097 -2.11327 3.76776
H 2.52030 0.36115 5.74225
H 2.81871 0.43677 3.96534
H 1.19034 0.08766 4.55110
C -3.29287 7.83002 -4.83985
N -3.13275 7.01736 -3.60266
O -4.08029 6.93903 -2.84691
O -2.05881 6.48840 -3.42971
H -4.29812 8.23242 -4.84872
H -2.54112 8.61309 -4.81353
H -3.11174 7.17033 -5.68298
C 6.44745 -8.69419 3.95569
N 6.31222 -7.62536 2.93260
O 6.92004 -6.59031 3.11841
O 5.57829 -7.82749 1.98745
H 7.10478 -8.31217 4.72596
H 5.45481 -8.89632 4.34505
H 6.85418 -9.57640 3.47032
C -2.66351 12.26636 -3.84415
N -1.85104 11.68295 -4.94717
O -0.75005 12.13832 -5.15078
O -2.36098 10.77500 -5.57365
H -2.08384 13.05570 -3.38193
H -3.58268 12.63703 -4.28704
H -2.88447 11.46166 -3.14936
C 5.55484 -4.73732 6.15392
N 5.80180 -5.96921 6.95334
O 5.91708 -5.87435 8.15550
O 5.87300 -7.01447 6.33718
H 5.52012 -3.89581 6.83409
H 6.36603 -4.65950 5.43565
H 4.61253 -4.87685 5.63198
C -4.63184 -2.49955 -8.20472
N -5.12266 -2.04482 -9.53397
O -4.89966 -0.90196 -9.87106
O -5.72548 -2.85673 -10.20893
H -4.11817 -1.68804 -7.71471
H -5.50250 -2.82358 -7.64285
H -3.97361 -3.34383 -8.38562
C 5.03937 -8.18468 10.22617
N 3.88253 -8.89092 10.84082
O 3.00925 -9.30231 10.10861
O 3.89351 -9.01061 12.04867
H 4.89716 -8.15310 9.15403
H 5.07576 -7.18728 10.65201
H 5.93068 -8.74043 10.50097
C 0.32371 6.18659 0.61469
N 0.81787 4.78929 0.75991
O 1.18035 4.41740 1.85356
O 0.81492 4.11981 -0.24755
H 0.37589 6.66764 1.58409
H 0.95743 6.67264 -0.12067
H -0.69478 6.12073 0.24134
```

Energy, Ha: -3509.081608
Max |F|, hartree/bohr: 0.01844
Gap between HOMO and LUMO, Eh: 0.196
E_HOMO, eV: -4.463
Total charge: -1
Spin multiplicity: 1


8.
Formula: CH3BrO2
Source: the OMol25 dataset
Level of theory: ωB97M-V/def2-TZVPD

The geometry in XYZ format:
```
7
Properties=species:S:1:pos:R:3
C -0.29659 -0.07309 0.02609
O -1.35727 0.45552 0.88159
O -2.81017 0.93513 -0.33158
Br -4.14112 -0.02970 -0.07721
H -0.52989 -1.05264 -0.31682
H 0.48458 -0.06597 0.76657
H 0.12849 0.60694 -0.61777
```

Relative energy (zero: lowest compared OMol25 entry of this formula, charge and spin), kJ/mol: 594.9
Energy, Ha: -2764.163707
Max |F|, hartree/bohr: 0.09947
Gap between HOMO and LUMO (alpha / beta), Eh: 0.279 / 0.279
E_HOMO (alpha / beta), eV: -9.791 / -9.791
Total charge: 0
Spin multiplicity: 1


> Look up the total charge of the third one.

+1


Copy entry 3 word for word.
Formula: CH4BrClOP
Source: the OMol25 dataset
Level of theory: ωB97M-V/def2-TZVPD

The geometry in XYZ format:
```
9
Properties=species:S:1:pos:R:3
C -0.81909 1.55662 -0.98997
O 1.61463 1.59242 -2.13485
P 0.87175 1.05010 -1.06155
Cl 1.71863 -0.39170 -0.01206
Br 2.92736 -3.40403 2.53791
H -1.10749 2.25211 -0.14172
H -1.50027 0.66514 -0.93964
H -1.07469 2.16737 -1.78831
H 2.05237 -4.50297 2.23891
```

Relative energy (zero: lowest compared OMol25 entry of this formula, charge and spin), kJ/mol: 239.9
Energy, Ha: -3491.000573
Max |F|, hartree/bohr: 0.07328
Gap between HOMO and LUMO, Eh: 0.249
E_HOMO, eV: -13.694
Total charge: +1
Spin multiplicity: 1